Record 1
Here is a cluster of 2 separate species, C3H8N in total in a non-equilibrium geometry from OMol25. Energies are from wB97M-V/def2-TZVPD.

LUMO energy ... -0.3079 hartree
Orbital gap ... 6.72 eV
Energy relative to the best compared isomer or geometry (same formula, charge and spin) ... 351.8 kJ/mol

The geometry in ORCA input format:
```
! RIJCOSX wB97M-V def2-TZVPD def2/J DEFGRID3
* xyz 1 1
C 5.98179 1.27675 0.37427
C 5.74881 -0.09445 0.82488
C 5.42495 -1.10256 -0.12685
N 5.32383 -0.78112 -1.37058
H 6.05222 1.97065 1.21239
H 5.12315 1.55683 -0.23952
H 6.92144 1.37369 -0.17902
H 5.86545 -0.39636 1.86308
H 5.21954 -2.12317 0.18497
H 5.09458 -1.61001 -1.92319
H -28.44681 -0.32464 -0.50500
H -28.30895 0.25439 -0.11544
*
```

Record 2
Here is a cluster of 2 separate species, C26H52Cl2FO3P2 in total in a non-equilibrium geometry from OMol25. Energies are from wB97M-V/def2-TZVPD.

LUMO energy ... -0.0777 hartree
Orbital gap ... 8.28 eV

The geometry in ORCA input format:
```
! RIJCOSX wB97M-V def2-TZVPD def2/J DEFGRID3
* xyz 1 1
C -2.96801 -4.24670 3.67104
C -3.76358 -3.10655 3.00448
Cl -3.31971 -3.16993 1.25911
C -3.35751 -1.77900 3.63799
Cl -3.77175 -1.90281 5.39031
C -4.09378 -0.51876 3.14033
C -5.61728 -0.65683 3.25468
C -6.31123 0.38611 4.12540
F -7.13369 -0.22411 5.03832
O -3.45017 0.55650 3.83711
C -2.30695 0.85882 3.16286
O -1.44666 1.48637 3.54632
O -2.36905 0.27787 1.93973
C -3.75557 -0.05191 1.72509
P -4.71186 1.41815 1.05982
C -3.78186 1.83938 -0.48402
C -4.59335 2.84492 2.21810
H -1.93004 -3.92708 3.71884
H -2.97211 -5.12148 3.03384
H -3.36929 -4.51385 4.63714
H -4.80823 -3.34823 3.13973
H -2.27803 -1.69489 3.59542
H -6.07764 -0.66319 2.27732
H -5.86831 -1.61664 3.69060
H -6.94295 0.99991 3.48985
H -5.63115 1.01518 4.68973
H -3.92074 -0.77424 0.93956
H -4.37372 1.58078 -1.35037
H -3.54596 2.90021 -0.51250
H -2.83828 1.29864 -0.54675
H -5.12854 2.64735 3.13641
H -3.56888 3.08082 2.49944
H -5.07060 3.70308 1.75838
C 1.16244 -0.35162 2.25309
C 0.67503 -0.91570 0.92223
C 1.72468 -1.77064 0.21305
C 2.85800 -0.97613 -0.45042
P 2.52798 -0.21515 -2.04075
C 1.80824 -1.49127 -3.10488
C 2.48563 -2.86204 -3.24619
C 3.75324 -2.95490 -4.10207
C 3.64802 -2.30694 -5.47839
C 4.07367 0.25177 -2.81876
C 5.03983 1.26337 -2.18366
C 4.67374 2.74574 -2.28210
C 4.16773 3.19706 -3.64871
C 1.23836 1.03737 -2.08095
C 1.31098 2.43341 -1.44374
C 1.77795 2.52813 0.01729
C 0.63320 2.79903 0.99237
H 2.06892 0.24819 2.14148
H 0.39637 0.28309 2.69390
H 1.37609 -1.15888 2.95655
H 0.34071 -0.09994 0.27656
H -0.20895 -1.52944 1.10974
H 1.22999 -2.39626 -0.53492
H 2.16441 -2.45959 0.93679
H 3.68165 -1.67444 -0.64327
H 3.27692 -0.24850 0.24807
H 1.63094 -1.04568 -4.08725
H 0.80827 -1.66931 -2.69549
H 1.74504 -3.53364 -3.68675
H 2.70605 -3.26913 -2.25565
H 3.98371 -4.01341 -4.23779
H 4.61214 -2.54760 -3.56319
H 2.88786 -2.80000 -6.08649
H 4.59933 -2.38592 -6.00398
H 3.40186 -1.24482 -5.42132
H 3.88375 0.50050 -3.86472
H 4.64243 -0.68128 -2.84745
H 6.00387 1.13129 -2.68060
H 5.20454 1.00745 -1.13347
H 5.55454 3.33606 -2.02429
H 3.93504 2.98619 -1.51580
H 4.94720 3.10179 -4.40694
H 3.86345 4.24287 -3.60930
H 3.29866 2.62429 -3.98146
H 0.32364 0.54882 -1.73190
H 1.05969 1.19965 -3.15149
H 0.31745 2.87830 -1.53276
H 1.94160 3.06595 -2.06916
H 2.48443 3.35606 0.10843
H 2.32421 1.63297 0.31930
H 0.20895 3.78877 0.81726
H 0.99174 2.77292 2.02129
H -0.16875 2.06334 0.89545
*
```

Record 3
Here is a structure of composition C39H42MoN8 from OMol25. Energies are from wB97M-V/def2-TZVPD.

LUMO energy (alpha / beta) ... 0.0235 / 0.0234 hartree
Orbital gap (alpha / beta) ... 5.20 / 7.51 eV
Energy relative to the best compared isomer or geometry (same formula, charge and spin) ... 7.1 kJ/mol

The geometry in ORCA input format:
```
! RIJCOSX wB97M-V def2-TZVPD def2/J DEFGRID3
* xyz 0 3
Mo 0.19339 0.18998 0.26834
C -0.17737 -2.79086 -6.01795
C 0.19229 -3.92149 -5.09972
C 0.18943 -5.24101 -5.53743
C 0.52172 -6.28648 -4.68901
C 0.88877 -6.01973 -3.37861
C 0.92111 -4.71046 -2.92669
C 0.55690 -3.66833 -3.77442
N 0.58182 -2.32283 -3.32626
C 0.19588 -1.87454 -2.08839
N -0.69490 -2.65579 -1.44267
C -1.45579 -2.42000 -0.26523
C -1.34607 -1.25038 0.49120
C -2.20824 -1.15186 1.59477
C -3.10097 -2.14886 1.93909
C -3.16104 -3.30415 1.17231
C -2.34603 -3.45904 0.06515
C -2.42759 -4.71730 -0.76162
N 0.61733 -0.73763 -1.62393
C 1.55339 0.01930 -2.39984
C 1.08757 1.19413 -2.99013
C 1.93823 2.00385 -3.72159
C 3.27199 1.64492 -3.86144
C 3.73179 0.47659 -3.27709
C 2.89346 -0.36255 -2.54406
C 3.43685 -1.63318 -1.95342
H -0.55091 -3.17337 -6.96613
H 0.68244 -2.15193 -6.23446
H -0.94306 -2.15698 -5.56846
H -0.09189 -5.44985 -6.56262
H 0.49951 -7.30532 -5.05231
H 1.16684 -6.82451 -2.71101
H 1.23641 -4.48688 -1.91445
H 1.13522 -1.66706 -3.85716
H -0.97993 -3.46405 -1.96947
H -2.17116 -0.25134 2.19588
H -3.75034 -2.03326 2.79822
H -3.85177 -4.09814 1.43125
H -3.14518 -5.40946 -0.32541
H -1.46383 -5.23185 -0.81848
H -2.75836 -4.51623 -1.78655
H 0.04819 1.45904 -2.84432
H 1.56189 2.91406 -4.17097
H 3.95233 2.27394 -4.42086
H 4.77425 0.19917 -3.38206
H 4.49971 -1.52633 -1.73931
H 3.31982 -2.47579 -2.64104
H 2.93347 -1.88014 -1.02175
N 5.28497 0.92197 2.30555
C 4.30592 -0.01940 1.95761
C 3.18263 0.36186 1.25653
N 2.16891 -0.53728 0.95814
C 2.39482 -1.81169 1.40888
C 3.52418 -2.14841 2.08799
N 4.52922 -1.27063 2.39348
H 5.38630 1.67249 1.63901
H 6.16691 0.46855 2.49693
H 3.04072 1.38641 0.93289
H 1.62117 -2.54846 1.21433
H 3.66101 -3.17005 2.42355
C -0.69363 1.62575 -0.20992
C -1.10890 3.00447 -0.34742
C -0.28861 3.94888 -0.98264
C -0.68972 5.26851 -1.10443
C -1.91333 5.68081 -0.59041
C -2.73242 4.75668 0.04445
C -2.34027 3.43326 0.15983
H 0.67250 3.63104 -1.36713
H -0.04220 5.98353 -1.59724
H -2.22577 6.71251 -0.68641
H -3.68833 5.07159 0.44470
H -2.98327 2.70562 0.63973
N 0.26503 0.88476 2.31875
C 0.43980 1.05359 3.44660
N 0.71235 1.21023 4.71257
C -0.08547 2.09814 5.56048
C -0.62737 1.32274 6.75360
C 0.50140 0.59630 7.48451
C 1.27250 -0.31912 6.53434
C 1.80686 0.46340 5.34421
H -0.88789 2.51914 4.95725
H 0.55395 2.91913 5.90153
H -1.36819 0.59919 6.40227
H -1.13775 2.01530 7.42549
H 0.09803 0.01992 8.31805
H 1.18826 1.33540 7.91152
H 0.61767 -1.11651 6.17234
H 2.10881 -0.79226 7.05142
H 2.25521 -0.18491 4.59241
H 2.56974 1.17928 5.66647
*
```

Record 4
Here is a cluster of 6 separate species, C28H56ClN2O16 in total from OMol25. Energies are from wB97M-V/def2-TZVPD.

LUMO energy (alpha / beta) ... 0.0139 / 0.0139 hartree
Orbital gap (alpha / beta) ... 8.34 / 9.83 eV
Energy relative to the best compared isomer or geometry (same formula, charge and spin) ... 0.0 kJ/mol

The geometry in ORCA input format:
```
! RIJCOSX wB97M-V def2-TZVPD def2/J DEFGRID3
* xyz 0 2
C 5.26523 -0.79271 -3.33581
C 3.83309 -0.59679 -3.83829
C 2.86800 -0.15998 -2.72734
C 1.84827 0.88540 -3.15917
N 0.83938 0.41361 -4.11170
C -0.11296 -0.59039 -3.68601
Cl 0.61506 -2.23483 -4.04562
C -0.50663 -0.49745 -2.21727
C -1.64498 -1.39877 -1.71773
C -2.14071 -0.77707 -0.41574
C -1.17933 -2.84024 -1.42376
N -2.77643 -1.43244 -2.69429
O -3.95015 -1.23726 -2.23580
C -2.59495 -1.29220 -4.17477
C -2.54661 -2.69011 -4.80389
C -3.81069 -0.56482 -4.73632
C -1.37250 -0.42709 -4.51826
H 5.84084 0.13365 -3.36457
H 5.80139 -1.53046 -3.93153
H 5.26496 -1.15031 -2.30374
H 3.48708 -1.54544 -4.24647
H 3.80891 0.12585 -4.65687
H 2.39802 -1.04924 -2.30727
H 3.44557 0.28755 -1.91189
H 2.40902 1.66877 -3.67507
H 1.39722 1.36565 -2.28134
H 0.30655 1.20173 -4.45774
H -0.82700 0.54315 -2.08559
H 0.34561 -0.64650 -1.55586
H -1.27296 -0.58721 0.22115
H -2.81315 -1.44325 0.11758
H -2.64155 0.17261 -0.59550
H -1.34397 -3.50199 -2.26815
H -1.71097 -3.23418 -0.55822
H -0.10995 -2.87054 -1.21237
H -2.30789 -2.61379 -5.86545
H -1.82427 -3.34210 -4.32548
H -3.52993 -3.15175 -4.70786
H -3.97188 0.36551 -4.19812
H -4.70894 -1.17287 -4.69313
H -3.60492 -0.31477 -5.77953
H -1.13037 -0.56123 -5.57315
H -1.67567 0.61826 -4.38601
C 2.31564 -1.64551 1.34693
O 2.18626 -0.21968 1.32561
C 2.50922 0.37905 2.46970
O 2.89026 -0.17495 3.46954
O 2.34131 1.68984 2.32229
C 2.64430 2.46288 3.49034
H 2.02898 -1.97917 0.35346
H 3.34428 -1.93558 1.55168
H 1.65743 -2.08211 2.09548
H 3.68316 2.32222 3.78167
H 1.99295 2.17875 4.31481
H 2.46467 3.49467 3.20661
C -7.46634 5.24173 -5.16398
O -6.65744 4.07742 -4.96198
C -6.37689 3.82062 -3.68424
O -6.73869 4.47389 -2.74048
O -5.62933 2.72034 -3.63228
C -5.25291 2.32013 -2.30956
H -7.60451 5.31356 -6.23806
H -8.42584 5.13128 -4.66273
H -6.96168 6.12786 -4.78412
H -6.13047 2.10032 -1.70532
H -4.66704 3.09953 -1.82502
H -4.65825 1.41951 -2.43301
C 2.36810 -0.61507 6.43669
O 2.02419 -0.01824 7.69907
C 0.72259 -0.00338 7.96139
O -0.15148 -0.42994 7.25189
O 0.53953 0.56851 9.15535
C -0.82805 0.64531 9.56692
H 3.44721 -0.53729 6.36102
H 2.05762 -1.65765 6.41914
H 1.89837 -0.08013 5.61635
H -1.26614 -0.34887 9.63778
H -1.41703 1.24542 8.87612
H -0.81462 1.11494 10.54612
C 7.39457 3.40486 -7.81808
O 6.36598 2.53938 -7.32367
C 5.12921 2.92656 -7.63177
O 4.83511 3.90781 -8.26388
O 4.27373 2.04353 -7.12067
C 2.89400 2.33527 -7.37040
H 8.32792 2.95950 -7.48906
H 7.35913 3.45748 -8.90436
H 7.28255 4.40532 -7.40499
H 2.69553 2.35418 -8.44009
H 2.62351 3.29584 -6.93537
H 2.34081 1.53080 -6.89355
C -3.18443 -5.17234 12.94872
O -2.70345 -3.89670 12.50954
C -1.44234 -3.90532 12.08033
O -0.71799 -4.86534 12.04144
O -1.11998 -2.66922 11.70165
C 0.21724 -2.53117 11.21055
H -4.20929 -5.00112 13.26194
H -3.14973 -5.89363 12.13473
H -2.58721 -5.53913 13.78110
H 0.37100 -3.15637 10.33268
H 0.94288 -2.79997 11.97562
H 0.32695 -1.48443 10.94645
*
```

Record 5
Here is a structure of composition C12H26HfNO3P2 in a non-equilibrium geometry from OMol25. Energies are from wB97M-V/def2-TZVPD.

LUMO energy ... -0.3952 hartree
Orbital gap ... 6.47 eV
Energy relative to the best compared isomer or geometry (same formula, charge and spin) ... 33.0 kJ/mol

The geometry in ORCA input format:
```
! RIJCOSX wB97M-V def2-TZVPD def2/J DEFGRID3
* xyz 3 1
Hf 0.76266 -0.31397 0.31987
P -3.16158 -0.39407 -0.70969
C -2.08569 0.13409 -2.13004
C -0.84718 1.05996 -2.21096
N 0.30064 0.85278 -1.46677
C 1.49382 1.37518 -1.89852
C 1.54182 2.27647 -2.93863
C 0.38066 2.60921 -3.62472
C -0.79776 1.97468 -3.25341
C 2.79854 0.97945 -1.19939
P 3.12269 -0.69384 -0.34907
H -1.71583 2.15392 -3.82371
H 2.50898 2.70054 -3.20955
H 0.40270 3.31316 -4.45486
H 3.59796 0.92290 -1.95588
H 3.10466 1.77848 -0.49908
H -1.85340 -0.77114 -2.61076
H -2.85752 0.63682 -2.75331
H -2.38751 -4.66972 -4.81449
O -1.97514 -4.75450 -5.65103
H -1.65011 -3.86304 -5.86663
H -3.14185 -1.81598 -0.52580
O -0.89260 -1.50114 0.03464
H -0.86383 -2.47657 0.04900
C 3.64229 -1.75350 -1.72510
H 4.52748 -1.34549 -2.23398
H 3.87540 -2.74880 -1.32046
H 2.82434 -1.86547 -2.45018
C 4.60585 -0.40518 0.65455
H 4.67616 -1.21622 1.39258
H 5.52328 -0.39938 0.04845
H 4.52985 0.54301 1.20445
C -2.84065 0.59626 0.76188
H -3.77641 1.05858 1.10441
H -2.44768 -0.02576 1.57287
H -2.12623 1.39732 0.53922
C -4.89791 -0.10090 -1.12674
H -5.51928 -0.51528 -0.32176
H -5.10496 0.97143 -1.22908
H -5.15449 -0.62412 -2.05545
C 0.36606 1.00257 3.28711
O 0.66473 0.48306 2.01305
H -0.57993 1.54925 3.27095
H 1.15298 1.68102 3.62398
H 0.27442 0.20321 4.02814
*
```

Record 6
Here is a cluster of 6 separate species, C3H16NO5 in total in a non-equilibrium geometry from OMol25. Energies are from wB97M-V/def2-TZVPD.

LUMO energy ... -0.1415 hartree
Orbital gap ... 9.84 eV
Energy relative to the best compared isomer or geometry (same formula, charge and spin) ... 97.5 kJ/mol

The geometry in ORCA input format:
```
! RIJCOSX wB97M-V def2-TZVPD def2/J DEFGRID3
* xyz 1 1
C 0.82907 -0.18001 -1.67746
C 1.16353 -1.43393 -2.03250
C 0.95829 1.55716 -0.05492
N 1.31000 0.34655 -0.41336
H 0.13730 0.43611 -2.21373
H 1.82025 -2.12991 -1.46862
H 0.88792 -1.85719 -2.98717
H 1.30865 1.81499 0.98636
H 0.47815 2.28191 -0.69695
H 1.81210 -0.31522 0.28438
H -4.24217 -0.25770 -0.69001
H -2.79638 -0.37123 -1.13974
O -3.30627 -0.21659 -0.43932
H 1.55999 -0.03801 3.12448
H 0.01521 0.31752 2.53623
O 0.95001 0.62652 2.56627
H -2.17769 -0.65889 1.82250
H -1.90556 -0.92162 3.18644
O -1.48384 -0.63188 2.35543
H 3.43585 -0.92826 1.52035
H 2.37267 -2.17652 1.17148
O 2.80097 -1.38129 0.91718
H -2.50229 1.67954 -1.75028
H -1.78074 2.52017 -2.88205
O -1.64502 1.91778 -2.02498
*
```